{
  "formula": "C27H80N7O9",
  "method": "ωB97M-V/def2-TZVPD",
  "max_force_ha_per_bohr": 0.073,
  "multiplicity": 2,
  "lumo_ev": [-0.4, -1.8],
  "homo_lumo_gap_ev": [7.4, 6.1],
  "e_tot_ha": -2136.7670,
  "elements": ["C", "H", "H", "N", "H", "C", "H", "C", "H", "H", "H", "H", "H", "H", "H", "C", "C", "C", "H", "H", "H", "H", "H", "H", "H", "H", "C", "C", "H", "C", "H", "C", "H", "C", "H", "H", "C", "H", "H", "C", "H", "H", "H", "H", "H", "H", "O", "C", "O", "H", "H", "C", "H", "N", "C", "H", "H", "H", "H", "C", "C", "H", "H", "N", "O", "H", "H", "H", "H", "H", "C", "O", "O", "H", "H", "H", "N", "N", "H", "H", "O", "H", "H", "N", "C", "H", "H", "H", "H", "H", "H", "C", "H", "H", "H", "H", "O", "H", "H", "C", "O", "C", "H", "C", "H", "H", "H", "H", "C", "H", "H", "H", "H", "O", "N", "C", "C", "H", "H", "H", "H", "H", "H"],
  "positions_angstrom": [[-2.89, 4.28, 1.68], [4.96, 3.81, 0.86], [-4.80, -2.96, 1.09], [4.20, 2.58, 3.18], [4.10, -5.60, 1.03], [2.34, 4.06, -5.58], [-2.82, -2.00, -3.00], [-0.03, -1.94, 4.41], [3.26, 3.70, 0.87], [-3.97, -0.75, 1.24], [1.00, -0.62, -0.90], [3.59, -4.33, 0.01], [-0.50, -4.07, -0.25], [5.02, 1.31, 1.49], [-0.06, 0.21, 4.73], [4.25, 3.61, -1.60], [1.37, 3.39, -4.56], [0.38, -1.10, -0.14], [0.83, -0.23, 3.38], [1.49, -4.61, -2.45], [0.72, -1.41, -3.78], [0.11, -2.52, -5.00], [-2.39, 6.20, 1.96], [1.28, -3.27, -1.42], [1.80, 0.16, -6.80], [-2.04, -2.67, 0.04], [4.18, 1.90, 1.85], [-1.38, -2.32, 4.96], [0.65, 2.81, -5.13], [-4.18, -0.24, 3.87], [4.05, 4.73, -4.21], [-3.68, -1.49, 1.99], [-1.31, 0.34, -2.58], [0.04, -1.50, -4.64], [0.86, 4.18, -4.00], [-3.74, 3.90, 3.57], [-2.38, 1.59, 0.09], [-4.05, 3.70, -0.15], [-4.85, 3.41, 1.42], [1.46, 1.88, -2.73], [2.03, 1.66, 2.05], [2.46, -3.36, -2.65], [3.32, 4.17, -1.61], [-2.15, -2.47, 4.20], [-2.29, 0.51, 0.16], [-3.46, -4.95, 1.72], [-4.46, -1.44, 3.17], [-3.73, -2.84, 1.25], [4.17, 2.60, -0.57], [-3.18, -3.78, -0.37], [2.43, -3.19, 1.75], [-3.18, -3.98, 2.13], [2.69, 5.87, -4.41], [1.63, 4.73, -6.70], [2.94, 1.14, 1.75], [1.17, 4.19, -7.42], [4.06, -3.56, 2.13], [-2.11, -3.84, 2.28], [5.10, 4.30, -1.61], [-0.06, -0.53, 3.93], [1.67, -0.56, -6.00], [-1.44, -1.79, -2.27], [0.81, 2.62, -2.26], [0.22, -2.71, 3.29], [-0.60, -5.01, -0.14], [-3.36, 6.12, 0.75], [-3.38, -3.43, 6.65], [2.29, -0.27, -5.15], [1.13, -2.50, 2.89], [-2.28, 1.85, -0.96], [-2.63, -4.04, 6.16], [2.20, 2.49, -3.77], [-3.57, 1.94, 0.79], [2.85, -4.57, 2.92], [-0.47, -2.25, 2.72], [-1.74, -1.51, 5.59], [1.91, -3.85, -1.96], [-1.84, -2.18, -3.11], [-4.87, -0.17, 4.72], [-1.54, 2.15, 0.52], [2.01, -5.58, 0.52], [0.92, -1.13, 0.80], [-2.47, -4.89, 6.82], [-3.03, -2.86, 0.00], [3.09, -4.02, 2.00], [2.00, -1.56, -6.31], [-2.12, 4.62, 3.66], [-3.17, -0.41, 4.24], [2.76, 0.60, 0.81], [4.24, 3.17, -2.59], [5.07, 3.07, 3.08], [-1.77, 0.20, -3.55], [-2.27, 2.90, 3.29], [3.91, 5.67, -5.62], [2.92, 3.27, -6.06], [0.75, -2.21, 5.12], [-0.04, -2.36, -0.51], [0.76, 1.19, -3.19], [-1.40, -5.23, -0.62], [-2.73, 3.87, 3.16], [0.33, -0.51, -5.58], [-3.91, 3.35, 0.87], [-0.94, -0.27, 3.35], [-1.38, -1.20, -4.11], [2.92, 0.29, 2.43], [4.48, 1.84, 3.81], [-1.90, 4.29, 1.23], [-4.22, 0.68, 3.29], [4.15, 3.08, 0.74], [-0.45, -0.43, 0.09], [-2.07, -1.49, -4.91], [-3.07, -4.36, 5.21], [-2.86, 0.28, -3.47], [-1.40, -3.55, 5.73], [-3.24, 5.74, 1.67], [3.30, 5.11, -4.91], [3.25, -4.94, 0.85], [-2.64, -1.25, 2.24], [2.12, 1.33, -2.05], [-1.39, 0.95, -4.24], [-3.61, -3.98, 3.14], [2.66, -4.24, -1.40], [0.86, 5.28, -6.36]],
  "lowdin_spin": [0.00, 0.00, 0.00, 0.00, 0.03, 0.00, 0.00, 0.00, 0.00, 0.00, 0.00, 0.00, 0.00, 0.00, 0.00, 0.00, 0.00, 0.00, 0.00, 0.00, 0.00, 0.00, 0.00, 0.00, 0.00, 0.00, 0.00, 0.00, 0.00, 0.00, 0.00, 0.00, 0.00, 0.00, 0.00, 0.00, 0.00, 0.00, 0.00, 0.00, 0.00, 0.00, 0.00, 0.00, 0.00, 0.00, 0.00, 0.00, 0.00, 0.00, 0.00, 0.00, 0.00, 0.00, 0.00, 0.00, 0.00, 0.00, 0.00, 0.00, 0.00, 0.00, 0.00, 0.00, 0.00, 0.00, 0.00, 0.00, 0.00, 0.00, 0.00, 0.00, 0.00, 0.00, 0.00, 0.00, 0.00, 0.00, 0.00, 0.00, 0.87, 0.00, 0.00, 0.00, 0.04, 0.00, 0.00, 0.00, 0.00, 0.00, 0.00, 0.00, 0.00, 0.00, 0.00, 0.00, 0.00, 0.00, 0.00, 0.00, 0.00, 0.00, 0.00, 0.00, 0.00, 0.00, 0.00, 0.00, 0.00, 0.00, 0.00, 0.00, 0.00, 0.00, 0.00, 0.00, 0.07, 0.00, 0.00, 0.00, 0.00, 0.00, 0.00]
}



{
  "formula": "C27H86O16",
  "method": "ωB97M-V/def2-TZVPD",
  "max_force_ha_per_bohr": 0.043,
  "lumo_ev": -0.1,
  "homo_lumo_gap_ev": 9.6,
  "e_tot_ha": -2284.0824,
  "elements": ["H", "H", "H", "O", "O", "O", "H", "C", "H", "H", "H", "H", "H", "H", "C", "C", "H", "H", "O", "C", "C", "H", "H", "H", "H", "H", "C", "C", "H", "O", "H", "H", "H", "H", "H", "O", "H", "C", "C", "H", "O", "H", "H", "H", "H", "C", "H", "H", "H", "H", "C", "O", "H", "H", "H", "H", "H", "H", "H", "H", "H", "O", "C", "H", "H", "C", "H", "H", "O", "C", "H", "C", "H", "H", "H", "H", "H", "C", "C", "C", "H", "H", "H", "O", "H", "H", "H", "H", "C", "H", "H", "O", "O", "O", "C", "H", "H", "H", "C", "H", "H", "H", "O", "H", "H", "C", "H", "H", "H", "H", "C", "O", "C", "C", "H", "H", "H", "H", "H", "C", "H", "C", "H", "H", "H", "H", "H", "H", "H"],
  "positions_angstrom": [[18.90, 6.84, -6.85], [21.07, 9.84, -1.14], [28.44, 9.38, -3.44], [22.37, 4.94, -3.97], [16.64, 8.51, -6.25], [23.70, 4.72, -9.35], [25.58, 11.87, -1.84], [25.34, 8.10, -8.89], [20.97, 4.48, -1.00], [21.45, 4.93, -3.67], [23.18, 4.63, -0.39], [24.42, 9.96, -9.73], [22.94, 9.51, -3.04], [24.47, 12.96, -6.41], [23.82, 10.16, -3.09], [23.57, 11.59, -2.66], [19.64, 4.85, -1.64], [22.40, 13.63, -7.59], [22.69, 12.26, -3.55], [24.85, 9.01, -10.03], [22.11, 12.57, -7.59], [18.73, 2.27, -6.04], [19.15, 7.93, -5.60], [21.98, 2.18, -4.65], [23.09, 12.37, -4.42], [19.10, 7.21, -10.76], [22.44, 5.74, -5.20], [24.84, 12.36, -2.48], [19.65, 7.72, -1.86], [25.82, 6.90, -9.46], [16.28, 5.39, -5.36], [23.03, 7.92, -5.07], [25.34, 12.56, -3.43], [21.30, 12.46, -6.88], [18.92, 6.30, -5.08], [25.20, 1.86, -6.50], [18.45, 2.02, -9.04], [28.98, 8.48, -3.76], [18.57, 7.02, -5.82], [23.88, 4.47, -6.31], [18.91, 3.96, -7.36], [19.70, 10.34, 0.29], [26.25, 6.45, -3.02], [23.62, 3.64, -4.22], [21.71, 7.95, 1.17], [28.30, 7.22, -3.28], [24.49, 7.86, -8.23], [20.87, 5.37, -9.11], [22.58, 7.23, -3.62], [22.04, 9.71, 1.16], [16.34, 6.07, -6.22], [23.23, 5.47, -0.85], [22.58, 9.65, -7.71], [24.12, 8.40, -10.57], [26.73, 6.62, -4.69], [23.01, 5.27, -1.78], [23.20, 4.14, -8.74], [23.56, 6.04, -6.83], [24.65, 5.82, -5.43], [22.03, 2.14, -7.28], [25.08, 6.36, -9.76], [24.39, 3.04, -4.13], [19.20, 6.63, -9.84], [20.04, 1.67, -8.20], [18.64, 5.70, -9.86], [23.32, 11.67, -7.29], [23.68, 9.80, -6.31], [16.61, 3.32, -6.18], [21.49, 1.69, -5.32], [26.83, 7.07, -3.70], [26.05, 9.53, -7.41], [20.55, 7.72, -1.24], [16.80, 5.58, -7.06], [20.23, 6.98, -0.50], [26.11, 1.65, -6.74], [24.05, 11.73, -8.10], [25.68, 9.19, -10.72], [20.68, 6.32, -9.62], [20.80, 9.00, -0.49], [22.86, 10.26, -6.86], [18.82, 7.18, -8.98], [27.30, 9.07, -8.52], [23.09, 11.47, -1.68], [19.61, 9.38, 0.26], [22.01, 10.37, -6.19], [23.17, 4.71, -10.16], [26.37, 8.05, -3.84], [26.83, 7.97, -7.28], [23.73, 5.47, -5.90], [24.63, 13.32, -2.02], [25.27, 2.39, -5.68], [22.24, 2.74, -8.01], [20.57, 4.71, -1.84], [28.33, 7.25, -1.84], [18.44, 2.65, -7.03], [24.25, 10.09, -4.09], [16.82, 7.56, -4.61], [21.60, 5.51, -5.86], [21.93, 8.81, 0.55], [28.89, 6.34, -3.57], [21.48, 7.42, -1.70], [27.96, 8.12, -1.61], [24.05, 12.13, -6.13], [22.94, 2.28, -8.50], [21.73, 12.34, -8.59], [22.31, 7.20, -4.67], [22.87, 8.74, -0.02], [19.87, 3.88, -7.49], [21.32, 7.60, -4.89], [29.99, 8.56, -3.38], [21.39, 7.39, -8.79], [21.33, 6.16, -10.90], [26.42, 8.69, -8.00], [17.09, 7.27, -5.63], [22.44, 7.49, -9.05], [15.33, 6.43, -6.42], [16.57, 3.25, -7.94], [24.63, 3.07, -3.20], [15.99, 8.92, -5.68], [18.96, 1.72, -8.12], [28.99, 8.63, -4.85], [16.94, 2.74, -7.04], [24.58, 9.71, -2.44], [18.74, 0.65, -8.00], [21.27, 7.02, -11.32], [16.39, 1.80, -6.96], [20.96, 8.35, -9.11], [21.25, 7.23, -7.72], [21.07, 0.97, -4.85]],
  "mulliken_charge": [-0.35, 0.19, 0.29, 0.16, -0.60, -0.49, 0.40, 2.21, 0.23, -0.02, 0.25, 0.09, -0.08, 0.26, -0.57, 0.56, 0.25, 0.43, -0.59, -1.21, -1.75, 0.11, 0.24, 0.26, 0.34, 0.45, 1.89, -1.56, 0.37, -0.66, 0.26, -0.25, 0.28, 0.34, 0.37, -0.59, 0.32, -1.27, -0.55, 0.12, 0.04, 0.36, 0.40, 0.12, 0.29, 0.12, -0.81, -0.47, 0.12, 0.36, -1.01, -0.62, 0.08, 0.29, 0.21, 0.27, 0.21, -0.31, -0.01, 0.21, 0.34, -0.67, -1.22, 0.19, 0.21, 0.45, -0.42, 0.24, -0.54, -0.60, 0.18, -1.00, 0.16, 0.34, 0.29, 0.42, 0.40, 1.07, 0.56, -0.36, 0.27, 0.38, 0.33, -0.61, 0.63, 0.31, 0.00, 0.32, -0.57, 0.36, 0.34, -0.66, -0.53, -0.57, 0.91, 0.12, 0.55, -0.44, -1.19, 0.35, 0.13, 0.35, -0.54, 0.30, 0.43, -0.11, 0.26, -0.09, -0.10, 0.35, -0.77, -0.61, -1.47, 0.12, -0.08, 0.30, 0.33, 0.25, 0.34, -1.16, 0.33, -1.52, 0.43, 0.38, 0.40, 0.44, 0.53, 0.20, 0.24]
}



{
  "formula": "C27H8Cl88FNO2S",
  "method": "ωB97M-V/def2-TZVPD",
  "max_force_ha_per_bohr": 0.185,
  "lumo_ev": -1.1,
  "homo_lumo_gap_ev": 8.7,
  "e_tot_ha": -42233.1813,
  "elements": ["Cl", "Cl", "N", "Cl", "C", "Cl", "Cl", "Cl", "Cl", "Cl", "Cl", "C", "C", "C", "H", "Cl", "Cl", "Cl", "Cl", "O", "Cl", "Cl", "Cl", "Cl", "Cl", "C", "Cl", "Cl", "Cl", "Cl", "Cl", "C", "Cl", "Cl", "Cl", "Cl", "Cl", "Cl", "Cl", "Cl", "C", "Cl", "Cl", "Cl", "H", "Cl", "Cl", "C", "C", "Cl", "Cl", "H", "H", "Cl", "Cl", "Cl", "C", "C", "C", "Cl", "Cl", "Cl", "Cl", "C", "C", "Cl", "C", "H", "O", "Cl", "Cl", "C", "Cl", "C", "Cl", "Cl", "Cl", "C", "F", "Cl", "Cl", "Cl", "C", "Cl", "Cl", "Cl", "Cl", "Cl", "C", "Cl", "C", "H", "Cl", "Cl", "Cl", "H", "S", "Cl", "C", "Cl", "Cl", "H", "C", "C", "Cl", "Cl", "C", "Cl", "C", "Cl", "Cl", "Cl", "Cl", "Cl", "Cl", "Cl", "Cl", "Cl", "C", "Cl", "Cl", "Cl", "Cl", "Cl", "Cl", "Cl", "Cl", "Cl"],
  "positions_angstrom": [[-3.41, -6.37, 1.80], [-3.17, 13.27, -6.35], [-2.17, 1.01, 0.19], [11.05, -2.29, 12.84], [7.94, 2.11, 0.98], [-5.78, -3.10, 10.08], [7.40, -2.96, -2.36], [-6.18, -7.05, 1.22], [10.77, 3.19, 10.65], [5.99, -4.72, -4.20], [-6.49, 5.81, -5.12], [3.71, 1.00, -2.90], [-0.13, 3.45, -12.11], [-3.09, -5.75, 7.18], [-2.13, 1.41, -2.49], [-3.83, -5.56, -4.96], [5.70, -3.29, 4.10], [7.63, 1.88, 2.72], [7.69, 0.56, 0.13], [0.09, 1.08, 1.60], [-11.94, -7.05, -0.97], [6.42, -0.47, 4.13], [2.91, 5.15, 3.75], [-0.74, 2.51, -10.73], [-1.62, -2.96, -2.30], [2.41, 3.99, -7.67], [1.61, 3.11, -12.33], [-8.58, -6.14, 3.29], [-0.92, 7.70, -9.52], [-3.89, 12.20, -8.96], [-4.49, -1.91, 7.76], [2.76, -2.96, -6.81], [-2.98, -2.32, 10.22], [2.51, -0.20, -2.36], [8.50, -2.50, 4.24], [8.26, 3.39, 9.20], [-4.21, -4.72, -2.20], [-3.96, 5.86, -6.56], [-2.24, -5.32, 8.68], [-1.02, 2.99, -13.59], [-3.14, 1.98, -0.49], [-1.12, 12.88, -8.38], [-13.98, -5.18, -0.07], [-10.55, -5.04, 1.45], [-3.73, 2.41, -2.69], [10.75, -3.28, 6.29], [4.09, 4.54, -7.91], [1.23, 4.60, 3.99], [-1.90, 3.72, -2.25], [6.99, -2.10, 1.78], [6.81, 3.32, 0.32], [-0.73, 3.56, -2.09], [-3.34, 2.90, 0.20], [-4.62, -7.50, -2.94], [8.36, -2.08, 11.73], [2.10, 3.77, -5.93], [-2.52, 8.11, -10.19], [0.59, -5.70, 3.63], [-5.11, -5.92, 2.08], [4.57, -3.51, -1.96], [-0.73, -4.66, 3.04], [8.07, -3.18, 7.43], [-11.42, -6.69, 3.68], [9.92, 2.75, 9.15], [-10.14, -6.44, 2.47], [-2.85, -3.17, 0.33], [-2.82, 13.33, -8.10], [-3.58, 6.54, 0.39], [0.37, 1.37, -0.88], [2.17, 2.44, -8.52], [0.11, 5.81, 3.34], [6.90, -2.09, 3.56], [1.89, -4.68, 4.30], [-4.58, -1.91, 9.54], [3.23, 2.62, -2.33], [-3.97, 5.61, -3.67], [0.99, 3.05, 3.14], [-13.60, -6.90, -0.33], [-0.63, 3.42, 0.64], [-0.04, -6.78, 4.91], [8.80, -1.64, 14.57], [9.76, 0.31, 12.64], [-4.83, 5.17, -5.17], [-2.43, 8.10, -11.97], [4.46, -3.41, -7.09], [-14.75, -7.59, -1.50], [-0.36, 5.19, -11.80], [0.92, 4.37, 5.73], [-4.79, -5.81, -3.48], [-6.51, -5.47, -3.83], [-2.74, 2.33, -2.04], [-4.17, 1.38, -0.54], [9.61, 2.66, 0.74], [1.23, -6.68, 2.29], [-4.88, 3.39, -5.32], [-2.52, 0.90, 1.19], [-0.58, 1.72, 0.32], [1.69, -4.09, -7.67], [9.49, -1.43, 12.94], [9.86, 0.97, 8.99], [10.78, 3.44, 7.75], [-2.02, 4.01, -3.40], [5.85, -3.26, -3.18], [-2.98, 5.81, -0.33], [-0.63, -1.34, -0.09], [-0.17, -4.21, -0.11], [-1.32, -2.92, -0.54], [-5.06, -0.29, 10.10], [9.79, -3.53, 7.77], [-3.15, -7.53, 7.02], [-3.72, 6.91, -9.66], [-5.39, -4.26, 1.48], [-10.00, -7.90, 1.45], [-3.10, 14.98, -8.70], [-2.23, -5.06, 5.78], [1.29, 5.21, -8.33], [5.44, -1.86, -4.20], [-5.46, -5.98, 3.83], [-2.49, 5.01, -1.41], [2.48, -1.30, -7.41], [10.37, -2.43, 9.05], [2.41, -3.02, -5.06], [9.96, -5.21, 8.32], [3.80, 0.99, -4.68], [-4.75, -5.11, 7.23], [-3.00, 9.73, -9.63], [-13.72, -7.77, 1.22], [5.31, 0.58, -2.22]],
  "mulliken_charge": [-0.05, -0.09, -0.17, -0.09, 0.25, -0.08, -0.08, -0.05, -0.10, -0.08, -0.11, 0.04, 0.28, 0.21, 0.19, -0.10, -0.06, -0.05, -0.01, -0.59, -0.06, -0.08, -0.10, -0.08, -0.12, 0.13, -0.09, 0.04, -0.05, -0.11, -0.05, 0.19, -0.08, 0.03, -0.01, -0.09, 0.08, -0.02, -0.09, -0.10, -0.59, -0.09, -0.08, -0.07, 0.16, -0.12, -0.10, 0.27, -0.06, -0.02, -0.08, 0.18, 0.30, -0.10, -0.06, -0.02, 0.26, 0.26, 0.18, -0.03, 0.03, -0.09, -0.09, 0.27, 0.19, 0.01, 0.37, 0.34, -0.23, -0.04, -0.10, 0.14, -0.05, 0.31, -0.12, -0.08, 0.03, 0.30, -0.18, -0.09, -0.10, -0.03, 0.27, -0.10, -0.08, -0.10, -0.01, -0.11, 0.25, -0.10, -0.18, 0.28, -0.11, -0.12, -0.11, 0.28, 0.84, -0.11, 0.29, 0.03, -0.10, 0.39, 0.19, -0.35, 0.08, -0.06, -0.04, -0.10, 0.32, -0.10, -0.09, -0.07, -0.08, -0.09, 0.06, 0.01, -0.01, 0.01, -0.42, -0.02, -0.02, 0.00, -0.09, -0.02, -0.08, 0.00, -0.07, 0.06]
}